{
  "formula": "C32H55BrCl8I2N3O",
  "method": "the ωB97M-V functional and the def2-TZVPD basis",
  "total_charge": 1,
  "homo_lumo_gap_ev": 6.8,
  "lumo_energy_ev": -3.321,
  "species": ["I", "I", "Br", "Cl", "Cl", "Cl", "Cl", "Cl", "Cl", "Cl", "Cl", "O", "N", "N", "N", "C", "C", "C", "C", "C", "C", "C", "C", "C", "C", "C", "C", "C", "C", "C", "C", "C", "C", "C", "C", "C", "C", "C", "C", "C", "C", "C", "C", "C", "C", "C", "C", "H", "H", "H", "H", "H", "H", "H", "H", "H", "H", "H", "H", "H", "H", "H", "H", "H", "H", "H", "H", "H", "H", "H", "H", "H", "H", "H", "H", "H", "H", "H", "H", "H", "H", "H", "H", "H", "H", "H", "H", "H", "H", "H", "H", "H", "H", "H", "H", "H", "H", "H", "H", "H", "H", "H"],
  "coordinates": [[1.84213, 0.27126, -3.87732], [4.32457, -2.29924, -3.16811], [2.87297, 2.51607, -1.11919], [0.47376, 4.44696, -7.29617], [5.43473, 3.50121, -9.62171], [-0.69425, -5.91409, 4.88873], [-1.65345, -5.03950, -1.76808], [1.03457, -4.07554, 6.36343], [4.30683, 4.92278, -7.33423], [0.68019, 4.50199, -4.37616], [-4.29015, -4.13342, -2.63596], [0.50883, 0.87115, -0.96318], [3.37883, 1.35188, 1.37500], [2.10504, -0.68790, 1.00389], [-1.85018, -0.56592, -0.95076], [-0.11108, 3.62475, -0.65425], [1.38290, -3.07735, -3.28674], [-1.92431, 3.97950, -2.42040], [-1.35512, 3.20078, -1.31579], [-0.70175, -3.10138, 1.38946], [0.57349, -2.69471, 0.56099], [0.36748, -5.71193, 6.28820], [1.40420, 5.03098, -5.90772], [3.49291, 1.64893, 2.64766], [2.03325, 0.81082, 1.12011], [0.70553, -0.55035, -1.03988], [1.39509, 1.57782, -0.12519], [0.53079, 2.77441, 0.49790], [0.49113, 4.88794, -1.13562], [-3.00613, -5.32116, -2.87674], [-4.77529, 0.51997, 3.59422], [-5.46860, -0.29876, 2.44301], [-0.66157, -1.10992, -1.64721], [-1.26576, 5.20136, -2.90345], [0.80545, -1.14341, 0.42053], [-0.43358, -3.23382, 2.94615], [-3.24581, 0.82247, 3.35971], [4.01722, 0.52542, 3.63532], [3.95516, 3.93532, -8.76112], [-1.66789, -1.17956, 4.08817], [-3.08720, -1.29944, -1.41318], [-0.04515, 5.67736, -2.22587], [1.95653, -0.81128, -1.97311], [-0.27563, -1.82791, 3.66561], [2.31322, -2.32687, -2.24804], [3.16166, 3.03554, 3.27665], [-2.38861, -0.42448, 2.88574], [0.59121, -2.44537, -3.75330], [-2.64486, -5.24820, -3.89893], [1.42732, 1.04181, 2.04666], [-1.89002, 2.27668, -0.98797], [2.12986, -1.05368, 1.97326], [-2.92062, -1.83741, -2.37391], [0.00248, -0.63779, 1.03261], [-1.64783, 5.80349, -3.75982], [0.58019, -3.25699, -0.41193], [1.46607, -3.10559, 1.13265], [-1.41883, -0.39467, 4.85592], [0.25423, -2.03794, 4.64198], [-6.56329, -0.33510, 2.66719], [-1.01990, -4.11862, 1.02261], [-2.94174, -1.13965, 2.22553], [2.13949, 2.98636, 3.75750], [2.41776, 4.64131, -5.97838], [3.90068, 3.21562, 4.10880], [1.42441, 6.11774, -5.92922], [-0.66133, -2.22390, -1.77252], [-1.54779, -0.00005, 2.25271], [-0.20354, -5.90054, 7.19307], [-1.82340, -0.75118, 0.05344], [0.37749, -1.11516, 3.08929], [0.83352, -3.87948, -2.70309], [3.31099, 4.50058, -9.42899], [4.84060, 0.95840, 4.25820], [-5.07817, -1.35962, 2.46486], [-0.70655, -0.68115, -2.69419], [-3.89225, -0.52106, -1.50203], [-5.29384, 1.52333, 3.63551], [4.34796, -0.33506, 3.00573], [3.21473, 3.88547, 2.55257], [-1.34554, -3.71461, 3.39005], [1.43664, 5.18915, -0.61183], [-3.10942, 1.61351, 2.56347], [1.11621, 3.39661, 1.21789], [-2.86844, 3.67813, -2.93248], [-2.74142, 1.21988, 4.28458], [-5.24579, 0.11129, 1.42074], [-3.40595, -2.01185, -0.59861], [-1.58376, -2.42460, 1.26214], [0.44915, -3.90925, 3.08351], [3.13614, 0.27297, 4.30064], [3.45185, 3.02610, -8.44386], [-3.40667, -6.31485, -2.69619], [2.94812, -1.05856, 0.54596], [-4.87677, 0.06560, 4.61465], [-0.33046, 2.29319, 1.05241], [1.18662, -6.42177, 6.21338], [0.52254, 6.59481, -2.51964], [2.85971, -0.36488, -1.45765], [2.00003, -3.64532, -4.03282], [-2.28700, -2.01639, 4.50065], [2.44222, -2.96046, -1.33811]],
  "forces_ev_per_angstrom": [[-0.3, -0.2, 0.8], [-0.2, -0.2, 0.7], [-0.4, -0.7, -0.1], [0.1, 0.0, -0.1], [-0.1, 0.0, 0.0], [0.0, -0.3, 0.2], [0.1, -0.1, 0.1], [0.1, 0.0, 0.1], [0.3, 0.1, -0.2], [1.3, -0.4, -1.9], [-0.1, -0.3, -0.1], [1.1, -0.3, 1.2], [-2.5, -0.7, 2.3], [-1.0, -0.7, 1.0], [-0.1, -1.2, -0.3], [-1.3, 1.4, -1.8], [-0.2, -1.1, 1.1], [1.8, 1.4, 0.5], [0.9, 1.5, -0.4], [0.0, -0.7, 0.5], [0.6, -0.4, 0.6], [0.0, -0.2, 0.1], [0.3, -0.3, 0.1], [1.2, -0.4, 0.2], [2.0, 2.7, -0.2], [-1.2, -0.7, -0.7], [-0.9, 1.1, 0.6], [-1.0, -0.2, -1.2], [-1.0, -0.9, 0.0], [-0.2, -0.1, -0.2], [0.3, 1.1, -0.2], [0.6, -0.6, 0.9], [0.5, 1.1, -0.8], [0.3, -0.6, 2.7], [-1.0, -0.6, -1.1], [-0.5, 0.9, -0.9], [0.3, -0.4, -0.8], [-0.3, 1.5, -0.6], [-0.1, -0.1, -0.2], [0.8, 0.3, -1.2], [-0.2, 0.8, 0.9], [-1.3, -1.8, 1.9], [0.6, -0.8, 0.9], [-0.2, -1.1, 1.1], [-0.1, 0.3, -1.3], [0.5, -0.6, 0.3], [0.8, 0.3, 0.5], [1.0, -0.4, 0.2], [0.0, 0.1, 0.1], [-0.1, -0.7, -1.3], [0.6, 0.8, -0.3], [0.2, 0.2, -0.5], [-0.2, 0.5, 0.8], [1.0, -0.3, -0.7], [0.1, -0.8, 0.9], [-0.1, 0.9, 0.8], [-0.9, 0.3, -0.6], [-0.5, -0.9, -0.5], [-0.4, 0.3, -1.1], [0.9, 0.0, -0.5], [0.2, 1.0, 0.3], [0.2, 0.7, 0.6], [0.9, 0.0, -0.5], [-0.4, 0.0, 0.1], [-0.8, -0.1, -0.7], [-0.1, -0.1, 0.0], [0.1, 0.8, 0.4], [-0.8, -0.4, 0.5], [0.0, 0.1, -0.1], [0.3, 0.2, -0.3], [-0.7, -0.4, 0.4], [0.4, 0.8, -0.7], [0.1, 0.0, 0.1], [-0.7, -0.7, -0.3], [-0.6, 1.0, -0.1], [0.1, -0.5, 1.0], [0.6, -0.9, -0.2], [0.5, -1.0, 0.2], [-0.2, 0.7, 0.8], [-0.2, -1.0, 0.4], [1.0, 0.3, -0.3], [-1.0, -0.1, -0.7], [-0.4, -0.7, 0.8], [-0.3, -0.5, -0.8], [1.0, 0.1, 0.6], [-0.7, -0.3, -0.8], [-0.4, -0.2, 1.0], [0.2, 0.4, -1.1], [0.9, -0.5, -0.3], [-0.7, 0.6, 0.1], [1.0, 0.2, -0.5], [0.1, 0.1, 0.0], [0.1, 0.1, 0.1], [-0.2, 0.5, -0.2], [-0.2, 0.1, -1.0], [0.9, 0.3, -0.4], [0.0, 0.1, -0.1], [-0.9, -1.0, 0.2], [-1.0, -0.2, -0.7], [-0.8, 0.8, 0.5], [0.4, 1.0, -0.1], [0.0, 0.8, -0.6]]
}

---

{
  "formula": "C8H6ClN3O3",
  "method": "the ωB97M-V functional and the def2-TZVPD basis",
  "total_charge": 0,
  "smiles": "Nc1cccc2c(=O)n(OCl)[nH]c(=O)c12",
  "homo_lumo_gap_ev": 7.7,
  "lumo_energy_ev": -1.122,
  "e_above_lowest_kcal_mol": 0.0,
  "species": ["Cl", "O", "O", "O", "N", "N", "N", "C", "C", "C", "C", "C", "C", "C", "C", "H", "H", "H", "H", "H", "H"],
  "coordinates": [[4.37997, -0.34517, 1.09115], [2.39601, -1.92894, -0.50710], [-0.01378, 2.85669, -0.40754], [3.90150, 0.37089, -0.47942], [2.46651, 0.31639, -0.79405], [1.84817, 1.52482, -0.60791], [-2.58535, 1.47758, 0.23702], [0.42055, 1.70189, -0.36391], [-1.68968, -1.99074, 0.35972], [-1.68995, 0.43426, 0.16120], [0.34275, -0.74057, -0.21606], [-0.36308, 0.45314, -0.15866], [1.77755, -0.88659, -0.54883], [-0.31794, -2.01742, -0.01394], [-2.22649, -0.75647, 0.52245], [-2.31922, 2.37963, 0.43399], [-3.47105, 1.26627, 0.67956], [-2.27278, -2.81322, 0.78534], [-3.31649, -0.77401, 0.94525], [2.32205, 2.31468, -1.07213], [0.41075, -2.84312, -0.04612]],
  "forces_ev_per_angstrom": [[-0.6, 0.7, -0.9], [-0.4, 0.5, -0.2], [0.4, -2.0, 0.2], [-2.3, -0.8, 0.3], [2.1, -0.4, 0.0], [-1.7, 1.1, 0.7], [-0.8, -1.2, -0.3], [1.1, 1.4, -0.7], [2.3, -0.5, 0.7], [-1.5, 1.6, 0.8], [-1.5, -3.2, -0.4], [2.4, 1.3, -0.4], [1.2, 0.1, 0.6], [0.9, 1.7, 0.1], [-4.2, -1.8, 0.9], [1.3, 2.3, 0.1], [0.3, -0.2, -0.2], [0.6, -0.1, -0.7], [2.0, 0.3, -0.9], [-0.6, -0.7, 0.3], [-1.1, 0.0, 0.0]]
}

---

{
  "formula": "CN4S",
  "method": "the ωB97M-V functional and the def2-TZVPD basis",
  "total_charge": -2,
  "homo_lumo_gap_ev": 4.8,
  "lumo_energy_ev": 6.485,
  "e_above_lowest_kcal_mol": 10.5,
  "species": ["S", "N", "N", "N", "N", "C"],
  "coordinates": [[-2.59750, -0.01813, 0.00324], [1.15319, 0.66766, 0.00594], [1.17470, -0.64146, 0.00784], [-0.12520, 1.10783, -0.00534], [-0.03172, -1.16025, -0.00620], [-0.88864, 0.02928, -0.00312]],
  "forces_ev_per_angstrom": [[-1.3, -0.1, 0.0], [0.4, 0.1, 0.0], [0.5, 0.0, -0.1], [0.1, -0.2, 0.1], [-1.9, 2.6, 0.1], [2.2, -2.5, -0.1]]
}

---

{
  "formula": "C42H54BCl3F3I2N10ORbS2",
  "method": "the ωB97M-V functional and the def2-TZVPD basis",
  "total_charge": -2,
  "homo_lumo_gap_ev": 5.7,
  "lumo_energy_ev": 3.380,
  "e_above_lowest_kcal_mol": 25.8,
  "species": ["I", "I", "Rb", "Cl", "Cl", "Cl", "S", "S", "F", "F", "F", "O", "N", "N", "N", "N", "N", "N", "N", "N", "N", "N", "C", "C", "C", "C", "C", "C", "C", "C", "C", "C", "C", "C", "C", "C", "C", "C", "C", "C", "C", "C", "C", "C", "C", "C", "C", "C", "C", "C", "C", "C", "C", "C", "C", "C", "C", "C", "C", "C", "C", "C", "C", "C", "B", "H", "H", "H", "H", "H", "H", "H", "H", "H", "H", "H", "H", "H", "H", "H", "H", "H", "H", "H", "H", "H", "H", "H", "H", "H", "H", "H", "H", "H", "H", "H", "H", "H", "H", "H", "H", "H", "H", "H", "H", "H", "H", "H", "H", "H", "H", "H", "H", "H", "H", "H", "H", "H", "H"],
  "coordinates": [[-4.04563, -2.40523, -3.08246], [-1.58947, -3.02051, -1.39124], [0.17881, -0.11990, 0.02061], [4.62676, -4.35460, 2.41687], [5.55402, -4.82538, -0.29059], [5.95935, -2.23448, 0.95082], [0.24516, -3.98410, 0.14296], [2.81685, 0.98083, -2.66086], [2.89756, 3.27686, -6.56932], [4.15898, 1.98255, -5.40099], [3.11414, 3.62940, -4.45841], [1.06540, -4.92321, -0.66764], [-1.98585, 0.02338, 2.41054], [0.92580, 1.33397, 2.57245], [1.29927, -2.61829, 0.60134], [0.15728, 2.14581, 3.33500], [-2.18164, 1.12431, 3.17906], [2.48234, -2.87975, 0.51247], [-1.23830, 2.32436, 0.45980], [0.46826, 0.34557, -3.72434], [-1.50995, 3.02192, 1.58493], [1.35193, -1.88937, -1.99519], [-1.08839, 3.72344, -2.96240], [4.84717, -3.59254, 0.77321], [-0.26268, 0.84306, -5.95358], [0.86489, 1.63272, -6.13443], [0.31304, 3.47685, 5.48750], [2.14723, 2.09750, 4.29299], [3.60238, -3.12780, 0.19940], [3.24278, 0.51443, 2.51457], [-3.20970, 0.91967, 4.03981], [2.13304, -2.86754, -5.20831], [-0.06933, 2.60710, 6.68931], [-1.51846, 3.11072, -0.56368], [-3.98153, 1.29633, 6.38605], [1.61952, 1.04988, -3.88837], [4.25192, 0.06893, 3.57042], [3.39773, -5.30114, -4.73004], [-0.97753, 5.94722, 2.81513], [-3.19998, 6.38816, 1.72006], [-1.38510, 2.60342, -1.97107], [-3.73334, 1.93502, 5.01857], [0.86986, 2.61791, 4.38554], [3.92520, 1.32451, 1.40763], [-2.62545, -3.33572, 3.15277], [-5.01558, 2.57747, 4.48129], [-2.27259, 5.31884, 2.29157], [2.28623, -3.34408, -3.90974], [-1.98102, 4.36164, -0.10711], [-2.64990, 1.83718, -2.37122], [2.62217, -3.61615, -6.26662], [-0.41021, 0.24753, -4.70995], [-1.95958, 4.26214, 1.26960], [1.30668, 4.56312, 5.89762], [3.25793, -4.82762, -6.02871], [2.12196, 1.30110, 3.13439], [1.79544, 1.75653, -5.12199], [-2.87850, -0.87151, 2.79593], [1.79233, -2.55255, -2.81939], [-3.69228, -0.35490, 3.82071], [2.91085, -4.56242, -3.66386], [2.98523, 2.64227, -5.35782], [-2.92826, -2.22220, 2.15016], [-4.25973, -2.46262, 1.44180], [-1.33514, 2.40816, 2.99086], [2.50778, -3.25032, -7.27877], [-2.98922, 2.72079, 5.13825], [4.35221, 2.24009, 1.82624], [-2.63208, -4.31043, 2.65842], [-2.78087, 4.84486, 3.13406], [3.76058, -0.46061, 4.38887], [2.98518, -4.92267, -2.64630], [-3.51415, 2.50847, -2.37092], [-2.14254, -2.22158, 1.39337], [-0.31472, 5.18147, 3.22020], [-4.50759, -0.84253, 4.33152], [-4.30430, 2.04863, 7.11094], [4.77129, 0.93463, 3.99064], [-5.08048, -2.49097, 2.16521], [-2.85829, 1.02302, -1.67518], [-4.46554, -1.67222, 0.71927], [3.88355, -6.25074, -4.54496], [-3.48640, 7.09972, 2.49848], [4.72892, 0.75180, 0.93920], [-1.18247, 6.68139, 3.60042], [2.21626, 4.12157, 6.31133], [-4.83259, 3.05296, 3.51602], [-0.18560, 4.26973, -2.68357], [-0.59318, 3.96172, 5.12777], [-4.10545, 5.94257, 1.30616], [3.64678, -5.40437, -6.85903], [-2.54876, 1.40973, -3.36905], [-3.07799, 0.81692, 6.76461], [0.81332, 2.09679, 7.08167], [1.01788, 2.15833, -7.06753], [5.00272, -0.59291, 3.13690], [-1.64604, -3.19106, 3.61197], [2.97133, 2.26712, 4.96648], [-3.37452, -3.35131, 3.94979], [-0.93852, 3.30876, -3.96133], [-4.24376, -3.40950, 0.89789], [-2.28656, 5.20985, -0.69672], [-5.39828, 3.33260, 5.17414], [-0.44983, 6.44724, 1.99978], [-2.70509, 6.94658, 0.92203], [-1.29687, -0.34282, -4.48585], [-0.50623, 3.21105, 7.49000], [3.21921, 1.60511, 0.62524], [-1.92148, 4.43182, -3.01001], [2.80219, -0.37896, 2.05874], [-1.00629, 0.71988, -6.72884], [1.59190, 5.17682, 5.04227], [0.87075, 5.21313, 6.66086], [-0.54082, 1.90752, -2.00828], [-5.78636, 1.81737, 4.33642], [1.64182, -1.91613, -5.36815], [-1.73827, 3.21919, 3.76704], [-0.79292, 1.84470, 6.39610], [-4.76031, 0.53320, 6.32061]],
  "forces_ev_per_angstrom": [[0.1, 0.0, 0.0], [-0.3, -0.1, -0.1], [-0.1, 0.6, -0.1], [0.0, 0.1, -0.1], [0.0, -0.1, -0.1], [0.1, 0.1, 0.0], [0.2, -0.5, 0.0], [-0.2, 0.3, 0.0], [0.0, 0.0, 0.0], [0.0, 0.0, 0.0], [0.0, 0.0, 0.0], [0.0, 0.1, 0.1], [0.1, 0.0, 0.1], [0.0, 0.1, 0.0], [0.1, -0.2, 0.5], [0.0, 0.0, 0.0], [-0.1, 0.0, -0.1], [-0.1, -0.3, -0.2], [-0.1, 0.1, 0.0], [-0.1, 0.1, 0.1], [0.0, 0.0, 0.0], [0.2, -0.2, -0.1], [0.0, 0.0, 0.0], [-0.3, -0.3, 0.4], [0.0, 0.0, 0.0], [0.0, 0.0, 0.0], [0.0, 0.0, 0.0], [0.0, 0.0, 0.0], [0.1, 0.4, -0.4], [0.0, 0.0, -0.1], [0.0, 0.0, 0.0], [0.0, 0.0, 0.0], [0.0, 0.0, 0.0], [0.0, 0.1, 0.0], [0.0, 0.0, 0.0], [0.3, -0.2, 0.0], [0.0, 0.0, 0.0], [0.0, 0.0, 0.0], [0.0, 0.0, 0.0], [0.0, 0.0, 0.0], [0.0, -0.1, 0.0], [-0.1, -0.1, 0.0], [0.0, 0.0, 0.0], [0.0, 0.0, 0.0], [0.0, 0.0, 0.0], [0.0, 0.1, 0.0], [0.0, 0.0, 0.0], [0.0, 0.1, 0.0], [0.0, -0.1, 0.0], [0.0, 0.0, 0.0], [0.0, 0.0, 0.0], [-0.1, 0.0, 0.1], [0.0, 0.0, 0.1], [0.0, 0.0, 0.0], [0.0, 0.0, 0.0], [0.0, -0.1, 0.0], [0.0, 0.1, 0.0], [-0.1, 0.0, -0.1], [0.0, -0.1, -0.1], [0.1, 0.0, 0.0], [0.0, -0.1, 0.0], [0.0, -0.1, 0.0], [0.0, 0.0, 0.0], [0.0, 0.0, 0.0], [0.0, -0.1, 0.0], [0.0, 0.0, 0.0], [0.0, 0.0, 0.0], [0.0, 0.0, 0.0], [0.0, 0.0, 0.0], [0.0, 0.0, 0.0], [0.0, 0.0, 0.0], [0.0, 0.0, 0.0], [0.0, 0.0, 0.0], [0.0, 0.0, 0.0], [0.0, 0.0, 0.0], [0.0, 0.0, 0.0], [0.0, 0.0, 0.0], [0.0, 0.0, 0.0], [0.0, 0.0, 0.0], [0.0, 0.0, 0.0], [0.0, 0.0, 0.0], [0.0, 0.0, 0.0], [0.0, 0.0, 0.0], [0.0, 0.0, 0.0], [0.0, 0.0, 0.0], [0.0, 0.0, 0.0], [0.0, 0.0, 0.0], [0.0, 0.0, 0.0], [0.0, 0.0, 0.0], [0.0, 0.0, 0.0], [0.0, 0.0, 0.0], [0.0, 0.0, 0.0], [0.0, 0.0, 0.0], [0.0, 0.0, 0.0], [0.0, 0.0, 0.0], [0.0, 0.0, 0.0], [0.0, 0.0, 0.0], [0.0, 0.0, 0.0], [0.0, 0.0, 0.0], [0.0, 0.0, 0.0], [0.0, 0.0, 0.0], [0.0, 0.0, 0.0], [0.0, 0.0, 0.0], [0.0, 0.0, 0.0], [0.0, 0.0, 0.0], [0.0, 0.0, 0.0], [0.0, 0.0, 0.0], [0.0, 0.0, 0.0], [0.0, 0.0, 0.0], [0.0, 0.0, 0.0], [0.0, 0.0, 0.0], [0.0, 0.0, 0.0], [0.0, 0.0, 0.0], [0.0, 0.0, 0.0], [0.0, 0.0, 0.0], [0.0, 0.0, 0.0], [0.0, 0.0, 0.0], [0.0, 0.0, 0.0], [0.0, 0.0, 0.0]]
}

---

| no. | E (eV) |
| --- | --- |
| 1 | -227004.8666 |
| 2 | -31524.3231 |
| 3 | -17830.2543 |
| 4 | -146307.9769 |